The following is a quantum chemistry calculation of an isolated ion of composition C3H6BrO3S and charge -1 in a non-equilibrium geometry, from the Open Molecules 2025 dataset.

ORCA input file:
```
! wB97M-V def2-TZVPD RIJCOSX def2/J DEFGRID3
* xyz -1 1
C 1.844 -0.127 -0.339
C 0.721 0.285 0.598
C -0.589 0.683 -0.195
Br -1.443 2.316 0.186
S -1.776 -0.706 0.070
O -2.912 -0.333 -0.743
O -2.040 -0.842 1.515
O -0.896 -1.760 -0.463
H 1.418 -0.911 -0.889
H 2.733 -0.578 0.169
H 2.196 0.635 -0.982
H 0.458 -0.541 1.218
H 0.887 1.224 1.071
H -0.603 0.654 -1.215
*
```

Orbital gap in eV: 8.57
E_LUMO in eV: 3.297
HOMO energy in eV: -5.28
Energy above the lowest of the compared OMol25 structures with the same formula, charge and spin in eV: 0.000
SMILES string: CC[C@H](Br)S(=O)(=O)[O-]

Löwdin atomic charge list, values in e, 5 entries: number 1, C, carries -0.111; number 2, C, carries -0.278; number 3, C, carries -0.814; number 4, Br, carries 0.692; number 5, S, carries 0.349

***

The following is a quantum chemistry calculation of a 2-piece molecular cluster, C3H6BrO4S overall in a non-equilibrium geometry, from the Open Molecules 2025 dataset.

ORCA input file:
```
! wB97M-V def2-TZVPD RIJCOSX def2/J DEFGRID3
* xyz -1 1
C 1.747 -0.612 0.923
C 1.559 -0.211 -0.489
C -0.844 -0.251 -0.738
O -0.631 1.428 1.333
O -2.663 0.092 1.146
O -2.208 1.842 -0.501
O -1.220 0.135 -1.957
S -1.644 0.866 0.462
Br -1.227 -2.057 -0.304
H 1.227 0.093 1.568
H 1.363 -1.616 1.097
H 2.811 -0.607 1.188
H 1.786 -0.917 -1.273
H 1.677 0.829 -0.739
H -1.733 0.985 -1.715
*
```

Orbital gap (alpha / beta) in eV: 7.49 / 7.49
E_LUMO (alpha / beta) in eV: 3.287 / 3.287
HOMO energy (alpha / beta) in eV: -4.20 / -4.20
Energy above the lowest of the compared OMol25 structures with the same formula, charge and spin in eV: 2.996

Löwdin atomic charge list, values in e, 5 entries: number 1, C, carries -0.212; number 2, C, carries -0.081; number 3, C, carries -0.855; number 4, O, carries -0.356; number 5, O, carries -0.400

***

The following is a quantum chemistry calculation of an isolated molecule of C3H6BrP in a non-equilibrium geometry, from the Open Molecules 2025 dataset.

ORCA input file:
```
! wB97M-V def2-TZVPD RIJCOSX def2/J DEFGRID3
* xyz 0 1
Br 3.322 -0.174 -0.085
P 1.548 1.100 0.226
C 0.202 0.085 -0.457
C -0.726 -1.106 0.609
C -1.192 0.311 0.166
H 1.660 1.705 -0.935
H 0.399 -0.207 -1.406
H -0.451 -1.237 1.590
H -1.203 -1.884 -0.122
H -2.047 0.425 -0.515
H -1.513 0.982 0.928
*
```

Orbital gap in eV: 9.96
E_LUMO in eV: 0.710
HOMO energy in eV: -9.25
Energy above the lowest of the compared OMol25 structures with the same formula, charge and spin in eV: 1.259
SMILES string: BrPC1CC1

Löwdin atomic charge list, values in e, 5 entries: number 1, Br, carries 0.160; number 2, P, carries 0.446; number 3, C, carries -0.487; number 4, C, carries -0.025; number 5, C, carries -0.277

***

The following is a quantum chemistry calculation of C3H6CaO3 as an isolated structure in a non-equilibrium geometry, from the Open Molecules 2025 dataset.

ORCA input file:
```
! wB97M-V def2-TZVPD RIJCOSX def2/J DEFGRID3
* xyz 0 1
O 0.169 0.566 -2.453
C -0.580 1.481 -2.043
H -1.334 1.929 -2.713
H -0.244 2.140 -1.222
O 1.511 -1.468 0.329
C 0.964 -0.638 1.313
C -0.572 -0.565 1.207
O -1.003 -0.372 -0.120
Ca 0.437 -1.204 -1.308
H 1.363 0.397 1.226
H 1.223 -0.989 2.333
H -0.943 0.244 1.868
H -0.990 -1.523 1.582
*
```

Orbital gap in eV: 7.16
E_LUMO in eV: -0.518
HOMO energy in eV: -7.68
Energy above the lowest of the compared OMol25 structures with the same formula, charge and spin in eV: 0.254

Löwdin atomic charge list, values in e, 5 entries: number 1, O, carries -0.240; number 2, C, carries -0.024; number 3, H, carries 0.104; number 4, H, carries 0.107; number 5, O, carries -0.521